Entry 1:
C43H41BrF3HgN10O3S | ωB97M-V/def2-TZVPD

```
103
Properties=species:S:1:pos:R:3:forces:R:3:lowdin_charge:R:1
Hg 0.363 -0.147 0.360 0.685 -0.206 1.844 1.181
C 1.309 -2.126 6.288 0.001 -0.025 -0.084 0.001
C 0.380 -2.583 5.224 0.297 0.441 -0.366 -0.329
N -0.571 -3.435 5.348 -0.364 -0.219 -0.339 0.132
N -1.135 -3.473 4.095 -0.222 -0.302 0.220 0.023
C -0.574 -2.667 3.183 -0.088 -0.137 0.394 -0.739
S -1.080 -2.476 1.594 -0.143 0.154 0.388 0.686
N 0.426 -2.092 3.918 0.165 0.034 0.284 -0.085
N 1.329 -1.182 3.412 0.020 0.084 -0.107 0.124
H 1.059 -2.620 7.224 -0.023 -0.004 -0.078 0.088
H 1.228 -1.046 6.421 0.017 -0.020 0.014 0.086
H 2.344 -2.358 6.028 -0.034 0.006 0.015 0.087
H -1.914 -4.077 3.912 -0.136 -0.070 -0.004 0.146
H 2.273 -1.509 3.551 0.215 -0.069 -0.101 0.103
H 1.187 -0.269 3.819 -0.056 0.212 -0.004 0.088
Br 3.231 -8.068 1.916 -0.025 0.136 -0.080 0.722
C 2.852 -6.445 0.998 0.192 -0.109 0.074 -0.693
C 1.585 -5.894 1.081 -0.096 0.239 -0.111 -0.099
C 1.318 -4.692 0.436 -0.154 -1.829 -1.243 -0.062
C 2.309 -4.022 -0.309 -0.655 -4.193 -3.111 -0.336
C 3.578 -4.620 -0.373 -0.504 -1.659 -1.940 -0.034
C 3.853 -5.816 0.272 -0.101 -0.375 -0.747 -0.132
N 2.160 -2.778 -0.896 -1.388 -2.914 -5.573 0.065
C 0.964 -2.314 -1.127 -1.614 -0.873 -2.372 -0.186
C 0.679 -1.063 -1.805 -0.371 -0.944 -0.090 -0.374
C -0.747 -0.974 -2.307 -0.085 0.187 -0.320 -0.134
C -0.872 0.744 -3.623 0.015 -0.069 0.147 -0.143
C 0.505 1.329 -3.669 -0.340 -0.052 0.236 -0.059
C 1.565 0.844 -2.983 -0.036 -0.247 0.283 -0.160
N 1.669 -0.233 -2.120 0.411 0.471 -0.471 0.080
H 0.816 -6.392 1.657 -0.005 0.046 -0.020 0.104
H 0.334 -4.246 0.545 0.131 -0.222 -0.057 0.041
H 4.352 -4.108 -0.936 -0.148 -0.117 0.032 0.145
H 4.842 -6.254 0.225 -0.031 0.058 -0.024 0.112
H 0.089 -2.956 -0.988 0.070 0.183 0.163 0.094
H -1.344 -1.795 -1.911 -0.015 -0.048 0.023 0.143
H -1.575 1.272 -4.264 0.046 0.088 -0.006 0.139
H 0.658 2.177 -4.328 0.023 0.006 0.102 0.097
H 2.517 1.354 -3.119 -0.068 -0.049 0.029 0.097
C -2.476 4.613 -5.568 0.053 -0.022 0.029 -0.074
O -1.985 4.267 -4.283 0.032 0.043 -0.298 -0.085
C -2.857 4.359 -3.247 -0.055 -0.020 -0.054 -0.232
C -4.139 4.877 -3.344 -0.098 0.049 0.002 -0.021
C -4.945 4.948 -2.212 0.027 0.001 0.022 -0.084
C -4.468 4.514 -0.987 -0.048 -0.053 -0.019 -0.085
C -3.179 4.003 -0.895 0.035 -0.150 0.117 -0.012
C -2.374 3.904 -2.017 0.106 -0.190 0.250 -0.162
N -1.036 3.423 -1.965 0.002 -0.555 -0.129 0.149
C -0.587 2.438 -1.067 0.116 0.215 0.161 -0.335
N 0.315 2.893 -0.071 -0.187 0.342 -0.038 0.118
C -0.080 2.683 1.285 0.062 -0.269 0.035 -0.236
C -0.232 1.391 1.747 0.297 -0.592 0.358 -0.221
C -0.773 1.190 3.018 -0.170 0.207 0.126 -0.172
C -1.083 2.269 3.833 -0.019 0.002 -0.052 -0.093
C -0.837 3.573 3.401 -0.068 -0.132 0.111 -0.032
C -0.348 3.779 2.120 -0.058 -0.164 -0.048 -0.242
O -0.118 5.004 1.580 0.092 0.440 0.030 -0.091
C -0.242 6.124 2.447 0.030 -0.085 -0.140 -0.071
N -0.865 1.199 -1.058 -0.705 0.595 -1.515 0.070
C -1.416 0.442 -2.152 0.118 0.164 -0.442 -0.260
C -0.789 -0.799 -3.856 -0.390 -0.004 0.121 -0.169
C -2.000 -1.364 -4.539 0.154 0.007 0.012 -0.049
C -3.257 -1.144 -4.152 -0.041 0.066 0.147 -0.088
C -3.683 -0.394 -2.966 -0.014 -0.172 -0.301 -0.005
C -2.929 0.269 -2.086 0.130 -0.082 -0.253 -0.227
O -3.585 0.834 -1.034 0.035 0.381 0.444 -0.110
C -3.372 0.192 0.224 -0.145 -0.059 -0.064 -0.063
H -1.654 4.454 -6.259 0.032 -0.018 -0.004 0.092
H -2.784 5.660 -5.614 0.018 0.019 0.022 0.093
H -3.317 3.977 -5.854 -0.004 -0.013 0.024 0.099
H -4.520 5.227 -4.295 0.013 -0.036 0.077 0.102
H -5.946 5.353 -2.298 0.053 -0.031 0.009 0.103
H -5.092 4.569 -0.103 0.044 -0.001 -0.048 0.103
H -2.792 3.662 0.062 -0.018 0.012 -0.081 0.119
H -0.358 4.119 -2.230 0.205 -0.026 0.003 0.147
H 0.586 3.846 -0.230 -0.140 0.360 0.057 0.117
H -1.005 0.186 3.365 0.072 0.049 -0.051 0.069
H -1.537 2.107 4.806 0.089 0.033 -0.018 0.100
H -1.063 4.409 4.052 0.011 -0.100 -0.077 0.100
H 0.094 6.986 1.882 0.002 0.032 -0.058 0.092
H 0.384 6.008 3.334 0.019 -0.027 -0.007 0.096
H -1.279 6.275 2.753 -0.047 -0.020 0.002 0.095
H 0.123 -1.113 -4.356 0.035 -0.014 -0.010 0.145
H -1.827 -1.967 -5.426 -0.017 0.063 0.089 0.103
H -4.058 -1.591 -4.730 0.026 0.027 0.002 0.097
H -4.745 -0.398 -2.746 0.042 -0.025 0.013 0.118
H -3.999 0.711 0.945 0.002 0.016 -0.001 0.097
H -2.335 0.255 0.545 0.004 0.039 0.036 0.021
H -3.669 -0.861 0.177 -0.039 0.020 -0.065 0.089
F 6.908 -3.518 0.380 0.372 -0.208 -0.063 0.147
C 6.158 -3.269 1.463 -0.913 0.551 -0.006 -0.585
F 5.999 -4.417 2.135 0.262 -0.165 0.070 0.144
F 6.853 -2.421 2.248 0.320 -0.184 0.043 0.137
C 4.843 -2.662 1.081 0.240 0.171 0.629 -0.143
C 3.652 -3.290 1.365 0.557 1.359 2.790 -0.038
C 2.473 -2.651 1.004 0.394 3.218 5.205 -0.258
N 2.444 -1.479 0.390 2.374 3.635 4.088 -0.041
C 3.599 -0.903 0.084 0.815 1.250 0.404 -0.122
C 4.824 -1.450 0.419 0.042 0.290 -0.502 0.006
H 3.633 -4.259 1.847 -0.214 0.573 0.357 0.128
H 1.510 -3.106 1.212 0.538 1.670 1.343 0.068
H 3.534 0.025 -0.475 -0.002 -0.131 0.123 0.101
H 5.747 -0.948 0.160 -0.066 0.057 -0.011 0.123
```
Positions in Å, forces in eV/Å.

Summary:
gap between HOMO and LUMO (spin up / spin down): 5.719 / 6.244 eV
energy: -5861.26074 hartree
F_max: 6.44 eV/Å
2S+1: 2


Entry 2:
C43H41BrFeN7O2Se | ωB97M-V/def2-TZVPD

```
96
Properties=species:S:1:pos:R:3:forces:R:3:lowdin_charge:R:1
Fe -0.378 -0.261 1.714 -0.077 -0.181 0.596 0.671
O -6.202 3.326 1.528 -0.059 -0.185 -0.306 -0.013
C -5.081 3.849 1.522 -0.156 0.184 0.873 -0.689
O -4.699 5.021 1.409 0.151 0.066 -0.327 -0.015
C -3.934 2.859 1.870 0.130 -0.140 -0.270 -0.051
C -4.202 1.520 2.125 0.056 0.000 -0.003 0.081
C -3.143 0.661 2.366 -0.024 0.078 -0.030 -0.191
N -1.881 1.090 2.335 -0.057 0.153 -0.088 0.013
C -1.618 2.393 2.204 -0.037 -0.055 0.082 -0.236
C -2.621 3.310 1.963 -0.028 -0.018 -0.009 0.075
C -0.204 2.723 2.507 -0.027 0.042 -0.047 -0.215
C 0.222 4.033 2.697 -0.001 -0.084 -0.018 0.018
C 1.498 4.261 3.179 0.034 -0.050 0.008 -0.030
C 2.303 3.172 3.486 -0.053 -0.008 -0.016 -0.042
C 1.810 1.904 3.239 0.075 0.024 0.053 -0.144
N 0.603 1.670 2.724 -0.039 0.030 -0.102 0.068
C -3.256 -0.757 2.791 -0.084 -0.033 -0.018 -0.204
C -4.479 -1.385 2.991 0.090 0.028 0.019 0.019
C -4.494 -2.671 3.500 0.032 0.022 0.000 -0.023
C -3.290 -3.286 3.807 0.012 0.021 -0.008 -0.041
C -2.119 -2.601 3.543 0.014 -0.061 0.060 -0.137
N -2.088 -1.371 3.037 0.021 -0.034 -0.120 0.064
H -5.241 1.219 2.123 -0.042 -0.006 0.003 0.122
H -2.463 4.373 1.837 0.005 0.033 -0.011 0.123
H -0.453 4.854 2.508 -0.023 0.018 -0.014 0.123
H 1.845 5.271 3.349 0.013 0.020 0.003 0.121
H 3.284 3.298 3.920 0.033 0.004 0.015 0.113
H 2.406 1.031 3.478 -0.001 0.013 0.018 0.109
H -5.400 -0.869 2.763 -0.016 0.021 -0.005 0.123
H -5.433 -3.180 3.668 -0.028 -0.017 0.005 0.122
H -3.255 -4.280 4.229 0.004 -0.018 0.011 0.114
H -1.157 -3.062 3.739 0.022 -0.015 0.000 0.115
Br -5.823 -4.908 -0.905 0.010 0.001 -0.001 0.793
C -4.184 -4.172 -0.342 0.019 -0.003 0.013 -0.687
C -3.234 -4.994 0.253 -0.030 0.059 -0.024 -0.108
C -2.036 -4.454 0.684 -0.046 0.037 0.001 -0.024
C -1.787 -3.093 0.516 0.039 0.016 0.011 -0.278
C -2.749 -2.279 -0.068 -0.055 -0.048 -0.031 -0.036
C -3.947 -2.817 -0.508 0.002 -0.051 0.012 -0.097
N -0.576 -2.459 0.916 0.365 -0.155 0.042 0.055
C 0.508 -3.125 0.995 -0.302 0.158 -0.056 -0.065
C 1.778 -2.419 1.205 0.027 0.075 -0.053 -0.243
C 2.982 -3.083 1.019 -0.076 0.141 0.000 0.008
C 4.152 -2.340 0.969 -0.015 0.069 0.007 -0.018
C 4.063 -0.963 1.077 0.017 -0.070 0.007 -0.016
C 2.820 -0.387 1.297 -0.009 -0.046 0.058 -0.124
N 1.695 -1.090 1.396 0.081 -0.049 -0.105 0.070
H -3.439 -6.045 0.392 -0.012 -0.032 0.004 0.109
H -1.328 -5.100 1.185 0.053 0.005 0.019 0.114
H -2.545 -1.224 -0.198 -0.007 -0.008 0.007 0.062
H -4.693 -2.185 -0.967 -0.030 0.023 -0.022 0.116
H 0.570 -4.193 0.787 -0.057 0.001 -0.033 0.135
H 2.990 -4.155 0.881 -0.007 -0.042 0.004 0.125
H 5.106 -2.825 0.817 0.030 -0.005 -0.010 0.123
H 4.936 -0.332 0.989 0.024 -0.004 0.005 0.121
H 2.722 0.687 1.375 0.010 -0.057 0.025 0.084
C 0.797 3.214 -3.493 0.014 0.018 -0.021 -0.093
C 0.959 4.160 -2.309 0.012 0.020 0.024 -0.236
C 2.201 3.913 -1.451 -0.017 0.027 0.068 -0.171
C 2.115 2.730 -0.492 -0.044 0.006 0.053 -0.150
N 2.173 1.421 -1.139 -0.038 -0.092 -0.089 -0.012
C 1.165 0.534 -1.255 -0.198 0.012 -0.056 -0.614
Se -0.566 0.793 -0.607 0.078 0.078 -0.217 0.848
N 1.620 -0.550 -1.917 -0.016 0.156 0.048 0.010
C 0.863 -1.746 -2.285 -0.065 -0.021 0.028 -0.139
C 0.603 -1.836 -3.787 -0.032 -0.040 0.036 -0.170
C -0.439 -0.849 -4.308 0.041 -0.010 -0.015 -0.240
C -1.853 -1.145 -3.823 -0.012 -0.012 -0.013 -0.098
C 2.965 -0.368 -2.209 0.154 0.031 0.060 -0.148
C 3.901 -1.206 -2.802 -0.035 0.047 0.040 0.003
C 5.199 -0.735 -2.875 0.032 0.019 -0.009 -0.062
C 5.554 0.522 -2.371 0.023 -0.011 -0.018 -0.063
C 4.623 1.355 -1.779 -0.064 -0.035 -0.009 0.003
C 3.318 0.883 -1.709 0.073 -0.073 -0.099 -0.159
H -0.019 3.540 -4.135 -0.022 0.015 -0.019 0.082
H 0.565 2.198 -3.181 -0.016 -0.087 0.029 0.025
H 1.705 3.184 -4.099 0.026 0.003 -0.013 0.082
H 0.067 4.125 -1.677 -0.010 -0.011 0.012 0.108
H 1.019 5.182 -2.689 0.006 0.003 0.004 0.112
H 2.378 4.788 -0.821 -0.007 0.002 -0.005 0.119
H 3.081 3.817 -2.092 0.027 -0.025 -0.014 0.109
H 1.178 2.755 0.064 0.021 0.033 0.004 0.072
H 2.936 2.757 0.232 0.019 0.053 -0.036 0.124
H -0.068 -1.718 -1.718 0.028 0.002 -0.029 0.075
H 1.449 -2.602 -1.937 -0.024 -0.006 -0.041 0.125
H 0.268 -2.856 -3.997 0.004 -0.005 0.010 0.123
H 1.546 -1.705 -4.321 0.014 0.011 -0.014 0.106
H -0.421 -0.883 -5.399 0.027 -0.004 0.002 0.114
H -0.150 0.171 -4.038 -0.018 0.042 0.030 0.089
H -2.129 -2.178 -4.042 -0.006 -0.014 -0.009 0.081
H -2.576 -0.498 -4.318 -0.004 0.024 0.005 0.082
H -1.959 -0.983 -2.751 0.012 -0.002 0.058 0.022
H 3.633 -2.177 -3.192 -0.011 -0.039 -0.016 0.117
H 5.958 -1.350 -3.337 0.024 -0.016 -0.009 0.112
H 6.579 0.853 -2.456 0.025 0.002 0.000 0.112
H 4.900 2.326 -1.394 0.005 0.034 0.006 0.118
```
Positions in Å, forces in eV/Å.

Summary:
gap between HOMO and LUMO (spin up / spin down): 5.397 / 5.371 eV
total charge: +1
energy: -8436.03117 hartree
F_max: 0.91 eV/Å
2S+1: 5


> The highest F_max belongs to which entry?

C43H41BrF3HgN10O3S